Record 1
ORCA calculation (the ωB97M-V functional and the def2-TZVPD basis) on a cluster of 2 separate species, C4H12S in total.

For the molecular weight, the calculation gives 92.2 g/mol. For the calculated total energy, the calculation gives -557.7633 hartree. The SMILES is CCS.CC. For the largest force on an atom, the calculation gives 0.7 eV/A. The LUMO energy is 1.0 eV. The value obtained for the orbital gap is 10.0 eV. The energy relative to the best compared isomer or geometry (same formula, charge and spin) is 0.194 eV.

CARTESIAN COORDINATES (ANGSTROEM)
C1 -1.04 0.23 -1.60
C2 -0.14 0.69 -2.74
S1 1.53 1.09 -2.10
H1 -0.76 0.68 -0.65
H2 -0.99 -0.85 -1.50
H3 -2.08 0.48 -1.82
H4 -0.02 -0.03 -3.54
H5 -0.50 1.59 -3.23
H6 2.26 0.48 -3.04
C3 -0.34 -1.07 2.43
C4 0.75 -0.01 2.60
H7 -0.18 -1.91 3.10
H8 -1.32 -0.68 2.71
H9 -0.36 -1.48 1.42
H10 0.36 1.00 2.53
H11 1.54 -0.11 1.85
H12 1.27 -0.09 3.55

=====

Record 2
ORCA calculation (the ωB97M-V functional and the def2-TZVPD basis) on a cluster of 2 separate species, C19H28BrClN5O in total.

For the molecular weight, the calculation gives 457.8 g/mol. For the calculated total energy, the calculation gives -4123.3741 hartree. Its net charge is +1. For the largest force on an atom, the calculation gives 8.8 eV/A. The LUMO energy is -3.1 eV. The value obtained for the orbital gap is 7.1 eV.

CARTESIAN COORDINATES (ANGSTROEM)
N1 -1.59 4.53 1.93
C1 -1.65 3.69 3.19
C2 -2.94 3.92 4.18
C3 -3.02 3.01 5.54
C4 -1.87 1.87 5.98
N2 -2.10 1.17 7.28
C5 -0.97 0.20 7.48
Cl1 -1.03 -0.83 9.06
C6 0.31 -0.05 6.51
N3 1.37 -1.10 6.87
N4 0.50 0.73 5.24
C7 -0.62 1.69 4.95
C8 -0.49 2.59 3.56
C9 0.80 2.46 2.52
C10 0.85 1.04 1.69
O1 -0.06 0.58 0.84
Br1 2.49 -0.14 1.94
H1 -2.18 5.40 2.08
H2 -2.04 3.91 1.18
H3 -3.77 4.72 3.95
H4 -3.94 3.19 6.28
H5 0.93 -1.93 7.31
H6 1.83 -1.45 5.98
H7 0.80 3.35 1.72
H8 1.85 2.56 3.07
C11 -2.21 -0.62 -5.53
C12 -0.80 -1.05 -5.93
C13 -0.20 -2.12 -5.01
N5 0.55 -1.61 -3.74
C14 2.04 -1.41 -4.10
C15 2.90 -1.15 -2.86
C16 2.72 -2.23 -1.79
C17 1.26 -2.46 -1.45
C18 0.42 -2.73 -2.69
C19 -0.05 -0.31 -3.19
H9 -2.21 0.10 -4.71
H10 -2.72 -0.14 -6.37
H11 -2.82 -1.48 -5.22
H12 -0.15 -0.18 -6.05
H13 -0.89 -1.50 -6.93
H14 0.52 -2.72 -5.58
H15 -0.99 -2.80 -4.67
H16 2.38 -2.32 -4.59
H17 2.10 -0.58 -4.81
H18 3.95 -1.11 -3.16
H19 2.67 -0.17 -2.43
H20 3.27 -1.94 -0.89
H21 3.16 -3.16 -2.15
H22 0.86 -1.60 -0.90
H23 1.18 -3.32 -0.77
H24 -0.64 -2.82 -2.44
H25 0.75 -3.66 -3.18
H26 -1.09 -0.51 -2.93
H27 0.05 0.47 -3.94
H28 0.50 0.00 -2.30

=====

Record 3
ORCA calculation (the ωB97M-V functional and the def2-TZVPD basis) on a cluster of 14 separate species, C33H94O14 in total.

For the molecular weight, the calculation gives 715.1 g/mol. For the calculated total energy, the calculation gives -2366.9013 hartree. For the largest force on an atom, the calculation gives 3.4 eV/A. The LUMO energy is 0.4 eV. The value obtained for the orbital gap is 9.9 eV. The energy relative to the best compared isomer or geometry (same formula, charge and spin) is 3.187 eV.

CARTESIAN COORDINATES (ANGSTROEM)
C1 -0.72 3.39 -2.82
C2 0.75 3.22 -2.37
O1 1.70 4.23 -2.77
H1 -0.87 3.35 -3.90
H2 -1.08 4.36 -2.48
H3 -1.35 2.61 -2.40
H4 1.11 2.20 -2.51
H5 0.72 3.30 -1.28
H6 1.77 4.21 -3.73
C3 0.72 -5.23 -2.57
C4 0.51 -4.26 -1.35
O2 0.26 -2.95 -1.95
H7 -0.06 -5.17 -3.33
H8 0.76 -6.26 -2.23
H9 1.74 -5.16 -2.95
H10 1.37 -4.08 -0.71
H11 -0.34 -4.50 -0.72
H12 1.02 -2.76 -2.50
C5 -4.89 1.46 1.28
C6 -5.55 2.71 1.90
O3 -6.09 3.52 0.96
H13 -5.65 0.77 0.92
H14 -4.28 0.91 2.00
H15 -4.19 1.78 0.51
H16 -4.75 3.27 2.38
H17 -6.26 2.55 2.71
H18 -6.40 4.27 1.48
C7 2.80 -2.32 2.43
C8 3.34 -3.48 3.25
O4 2.66 -4.70 3.01
H19 2.82 -2.56 1.37
H20 3.49 -1.48 2.55
H21 1.78 -2.11 2.74
H22 3.37 -3.27 4.32
H23 4.32 -3.69 2.85
H24 3.12 -5.35 3.54
C9 -4.00 -2.31 2.95
C10 -2.57 -2.85 2.89
O5 -2.49 -4.26 3.08
H25 -4.66 -2.94 2.36
H26 -4.09 -1.26 2.66
H27 -4.27 -2.32 4.01
H28 -1.91 -2.40 3.63
H29 -2.11 -2.61 1.93
H30 -1.56 -4.47 2.99
C11 1.26 3.45 2.97
C12 1.43 2.58 4.25
O6 2.30 1.49 3.99
H31 0.64 4.29 3.29
H32 0.85 2.98 2.08
H33 2.27 3.82 2.78
H34 0.46 2.17 4.52
H35 1.84 3.21 5.04
H36 2.56 1.19 4.86
C13 -5.45 -1.50 -2.04
C14 -4.15 -1.51 -1.31
O7 -3.42 -0.37 -1.67
H37 -5.94 -2.45 -1.81
H38 -5.38 -1.32 -3.11
H39 -6.14 -0.74 -1.67
H40 -3.60 -2.42 -1.56
H41 -4.25 -1.64 -0.24
H42 -2.53 -0.43 -1.32
C15 -2.11 4.39 1.04
C16 -1.20 5.45 0.38
O8 -0.41 6.20 1.28
H43 -2.66 4.93 1.81
H44 -1.53 3.57 1.48
H45 -2.84 3.92 0.39
H46 -1.89 6.14 -0.11
H47 -0.61 4.91 -0.36
H48 0.32 6.58 0.79
C17 4.20 2.32 -0.90
C18 4.72 0.89 -0.79
O9 5.84 0.96 -0.04
H49 4.97 3.03 -1.20
H50 3.84 2.66 0.07
H51 3.40 2.50 -1.61
H52 4.96 0.41 -1.74
H53 3.94 0.33 -0.27
H54 5.54 1.17 0.84
C19 4.86 -3.03 -0.68
C20 6.16 -2.70 0.03
C21 6.98 -3.95 0.21
O10 6.90 -1.71 -0.64
H55 5.01 -3.25 -1.73
H56 4.15 -2.21 -0.56
H57 4.34 -3.89 -0.25
H58 5.87 -2.26 0.99
H59 7.97 -3.72 0.59
H60 7.09 -4.48 -0.73
H61 6.44 -4.58 0.92
H62 6.50 -0.87 -0.41
C22 -3.41 -0.97 -5.79
C23 -2.37 0.04 -5.36
C24 -1.16 -0.69 -4.78
O11 -1.86 0.88 -6.45
H63 -3.11 -1.29 -6.78
H64 -4.41 -0.55 -5.80
H65 -3.36 -1.81 -5.10
H66 -2.80 0.64 -4.56
H67 -0.85 -1.56 -5.37
H68 -1.33 -1.10 -3.79
H69 -0.35 0.02 -4.63
H70 -2.62 1.19 -6.95
C25 1.01 0.12 0.33
C26 -0.30 -0.63 0.49
C27 -1.25 0.29 1.27
O12 -0.81 -0.79 -0.79
H71 1.71 -0.60 -0.10
H72 1.44 0.34 1.31
H73 0.95 1.00 -0.30
H74 -0.17 -1.59 0.97
H75 -2.21 -0.22 1.40
H76 -1.54 1.18 0.72
H77 -0.83 0.57 2.24
H78 -0.51 -1.63 -1.14
C28 2.11 -0.14 -3.34
C29 2.47 -1.24 -4.37
C30 3.86 -1.08 -5.06
O13 2.49 -2.36 -3.55
H79 2.02 0.80 -3.89
H80 2.90 0.11 -2.63
H81 1.16 -0.27 -2.81
H82 1.71 -1.33 -5.14
H83 4.73 -1.02 -4.41
H84 3.79 -0.12 -5.58
H85 4.03 -1.88 -5.78
H86 3.05 -3.00 -3.98
C31 -2.62 1.18 4.73
C32 -2.75 2.35 5.65
C33 -4.19 2.64 5.97
O14 -2.23 2.00 6.96
H87 -3.35 0.37 4.83
H88 -1.61 0.78 4.89
H89 -2.69 1.44 3.68
H90 -2.21 3.21 5.26
H91 -4.66 2.94 5.03
H92 -4.35 3.40 6.74
H93 -4.73 1.74 6.27
H94 -2.25 2.77 7.53

=====

Record 4
ORCA calculation (the ωB97M-V functional and the def2-TZVPD basis) on a structure of composition C26H37IN3O11PS2.

For the molecular weight, the calculation gives 789.6 g/mol. For the calculated total energy, the calculation gives -3440.3626 hartree. For the largest force on an atom, the calculation gives 1.2 eV/A. The LUMO energy is -0.9 eV. The value obtained for the orbital gap is 7.3 eV.

CARTESIAN COORDINATES (ANGSTROEM)
C1 0.48 -2.02 1.37
C2 1.39 -1.53 0.27
N1 0.80 -0.49 -0.62
C3 -0.59 -0.31 -0.58
C4 -1.25 0.63 0.18
P1 -0.39 1.77 1.29
O1 -0.81 3.24 0.82
O2 -1.15 1.63 2.69
S1 1.49 1.55 1.57
C5 -2.70 0.73 0.09
C6 -3.47 1.81 0.83
O3 -4.02 2.70 -0.14
C7 -5.04 3.51 0.42
C8 -3.41 -0.13 -0.69
I1 -5.52 -0.16 -0.85
C9 -2.76 -1.14 -1.45
N2 -3.30 -2.06 -2.24
S2 -2.07 -2.91 -2.83
N3 -0.84 -2.16 -2.14
C10 -1.36 -1.19 -1.39
H1 1.07 -2.70 1.99
H2 -0.35 -2.61 0.99
H3 0.15 -1.23 2.03
H4 2.32 -1.13 0.64
H5 1.64 -2.38 -0.35
H6 1.29 0.38 -0.59
H7 -0.67 3.35 -0.13
H8 -1.18 2.48 3.13
H9 -4.27 1.35 1.41
H10 -2.84 2.41 1.47
H11 -6.03 3.06 0.27
H12 -5.03 4.49 -0.03
H13 -4.89 3.63 1.49
O4 3.23 -2.64 -1.81
C11 3.30 -2.44 -2.98
O5 4.45 -2.06 -3.60
C12 4.21 -1.79 -4.99
C13 2.94 -2.56 -5.33
C14 2.18 -2.52 -4.00
H14 4.09 -0.71 -5.11
H15 5.07 -2.11 -5.56
H16 2.40 -2.13 -6.17
H17 3.19 -3.59 -5.58
H18 1.57 -1.62 -3.90
H19 1.58 -3.40 -3.84
O6 -8.20 -1.41 -7.75
C15 -7.51 -1.13 -6.81
O7 -7.60 0.05 -6.15
C16 -6.58 0.13 -5.15
C17 -6.19 -1.31 -4.85
C18 -6.41 -1.98 -6.20
H20 -5.75 0.71 -5.55
H21 -6.98 0.65 -4.28
H22 -5.18 -1.40 -4.46
H23 -6.87 -1.73 -4.11
H24 -5.53 -1.91 -6.84
H25 -6.73 -3.01 -6.11
O8 3.13 -2.66 3.49
C19 4.02 -1.93 3.17
O9 4.75 -2.11 2.05
C20 5.83 -1.15 1.99
C21 5.38 0.00 2.88
C22 4.54 -0.72 3.93
H26 6.73 -1.64 2.36
H27 5.98 -0.86 0.96
H28 6.21 0.58 3.29
H29 4.75 0.68 2.30
H30 5.15 -1.07 4.76
H31 3.71 -0.12 4.29
O10 0.81 3.19 4.79
C23 1.81 3.11 5.44
O11 3.04 3.19 4.89
C24 4.05 2.95 5.89
C25 3.37 3.25 7.22
C26 1.92 2.86 6.93
H32 4.36 1.91 5.82
H33 4.90 3.59 5.70
H34 3.81 2.72 8.06
H35 3.42 4.32 7.43
H36 1.73 1.80 7.12
H37 1.20 3.46 7.47

=====

Record 5
ORCA calculation (the ωB97M-V functional and the def2-TZVPD basis) on a structure of composition C36H40N9PS2V.

For the molecular weight, the calculation gives 744.8 g/mol. For the calculated total energy, the calculation gives -3969.0818 hartree. Its multiplicity is 2. Its net charge is +4. For the largest force on an atom, the calculation gives 1.3 eV/A. The LUMO energy (alpha / beta) is -13.5 / -12.0 eV. The value obtained for the orbital gap (alpha / beta) is 5.6 / 7.1 eV. As for the expectation value of S²: 1.1048. The energy relative to the best compared isomer or geometry (same formula, charge and spin) is 0.074 eV.

CARTESIAN COORDINATES (ANGSTROEM)
V1 -0.11 0.54 0.30
N1 0.06 0.38 2.47
C1 1.37 0.31 3.14
C2 1.46 0.27 4.52
C3 2.72 0.21 5.11
C4 3.87 0.20 4.32
C5 3.77 0.23 2.94
C6 2.51 0.29 2.35
P1 2.28 0.39 0.58
C7 2.10 2.12 0.14
C8 2.10 2.51 -1.23
C9 2.20 3.84 -1.57
C10 2.27 4.81 -0.56
C11 2.26 4.44 0.79
C12 2.17 3.12 1.14
C13 3.70 -0.34 -0.21
C14 4.70 0.47 -0.78
C15 5.87 -0.13 -1.22
C16 6.03 -1.51 -1.12
C17 5.04 -2.31 -0.56
C18 3.87 -1.73 -0.11
H1 -0.38 1.26 2.73
H2 -0.54 -0.34 2.88
H3 0.57 0.29 5.14
H4 2.80 0.17 6.19
H5 4.84 0.15 4.80
H6 4.67 0.21 2.33
H7 2.08 1.77 -2.01
H8 2.23 4.13 -2.61
H9 2.36 5.85 -0.83
H10 2.35 5.20 1.56
H11 2.20 2.84 2.19
H12 4.58 1.54 -0.85
H13 6.66 0.48 -1.64
H14 6.95 -1.97 -1.47
H15 5.18 -3.38 -0.48
H16 3.10 -2.35 0.35
S1 -5.21 -0.02 -4.89
N2 -3.61 -0.09 -5.01
C19 -3.14 -0.08 -3.77
C20 -1.74 -0.15 -3.40
C21 -0.70 -0.34 -4.32
C22 0.60 -0.47 -3.85
C23 0.84 -0.35 -2.50
N3 -0.13 -0.12 -1.61
C24 -1.42 -0.07 -2.05
C25 -2.47 0.00 -1.04
N4 -2.05 0.02 0.26
C26 -2.97 -0.02 1.22
C27 -4.33 -0.09 0.96
C28 -4.76 -0.07 -0.35
C29 -3.81 -0.01 -1.38
C30 -4.15 -0.01 -2.79
N5 -5.37 0.03 -3.29
H17 -0.93 -0.41 -5.38
H18 1.42 -0.67 -4.53
H19 1.85 -0.45 -2.12
H20 -2.62 -0.01 2.25
H21 -5.03 -0.16 1.78
H22 -5.82 -0.11 -0.60
C31 -4.59 3.91 1.47
N6 -3.22 3.39 1.39
C32 -2.58 3.15 0.27
N7 -3.19 3.31 -0.89
S2 -0.85 2.77 0.28
H23 -4.91 3.90 2.51
H24 -5.27 3.27 0.90
H25 -4.64 4.93 1.09
H26 -2.68 3.37 2.24
H27 -4.11 3.74 -0.95
H28 -2.66 3.27 -1.74
C33 -2.47 -4.29 -0.55
C34 -1.09 -3.97 0.00
C35 -0.74 -4.90 1.16
C36 -0.04 -4.08 -1.11
N8 -1.17 -2.54 0.48
N9 0.05 -1.83 0.55
H29 -2.53 -5.34 -0.84
H30 -2.69 -3.68 -1.43
H31 -3.24 -4.11 0.20
H32 -0.67 -5.94 0.82
H33 -1.51 -4.86 1.94
H34 0.23 -4.65 1.60
H35 -0.11 -5.07 -1.56
H36 0.99 -3.99 -0.73
H37 -0.22 -3.35 -1.91
H38 -1.64 -2.50 1.38
H39 0.58 -2.11 -0.27
H40 0.62 -2.08 1.36

=====

Question: Among the records above, which one has the highest largest force on an atom?
Answer: C19H28BrClN5O